This record from the Open Molecules 2025 dataset describes C26H26AuN2OPTe as an isolated structure. The level of theory is ωB97M-V/def2-TZVPD.

The geometry in ORCA input format:
```
! wB97M-V def2-TZVPD RIJCOSX def2/J DEFGRID3
* xyz 2 1
Au -0.1298 0.4363 0.5768
N -1.4177 1.6580 -1.8528
P -0.9792 2.3067 -0.3621
C -2.3846 3.2169 0.2134
C -3.2904 2.6872 1.1313
C -4.4286 3.4021 1.4623
C -4.6664 4.6365 0.8725
C -3.7719 5.1624 -0.0520
C -2.6275 4.4594 -0.3865
C 0.4034 3.3952 -0.5914
C 0.5832 4.4757 0.2751
C 1.7175 5.2617 0.1541
C 2.6755 4.9548 -0.8037
C 2.5035 3.8702 -1.6577
C 1.3679 3.0858 -1.5554
C -1.1653 0.3510 -2.2489
C -1.6704 -0.1494 -3.4444
C -1.3817 -1.4522 -3.7800
C -0.6032 -2.2329 -2.9254
C -0.1567 -1.6773 -1.7567
N -0.4290 -0.3962 -1.4185
H -2.1125 2.1647 -2.3869
H -3.1169 1.7192 1.5823
H -5.1299 2.9970 2.1784
H -5.5565 5.1932 1.1328
H -3.9619 6.1250 -0.5063
H -1.9254 4.8846 -1.0941
H -0.1566 4.7082 1.0312
H 1.8512 6.1157 0.8037
H 3.5635 5.5669 -0.8896
H 3.2471 3.6480 -2.4107
H 1.2204 2.2564 -2.2373
H -2.2736 0.4790 -4.0847
H -1.7659 -1.8664 -4.7026
H -0.3597 -3.2575 -3.1629
H 0.4255 -2.2361 -1.0418
C 2.0543 -3.4038 1.5049
C 1.8025 -1.9402 1.6040
C 2.7942 -1.0915 2.3051
O 0.7554 -1.4900 1.1156
H 2.3829 -3.7924 2.4697
H 2.8841 -3.5587 0.8087
H 1.1749 -3.9384 1.1580
H 3.8089 -1.4177 2.0766
H 2.6496 -1.2379 3.3808
H 2.6650 -0.0378 2.0803
Te -0.2439 1.4006 2.9621
C 1.6670 2.2262 3.1677
C 2.0773 2.4712 4.4732
C 3.3365 3.0108 4.7036
C 4.1756 3.3071 3.6399
C 3.7554 3.0751 2.3387
C 2.4984 2.5349 2.0961
H 1.4314 2.2522 5.3157
H 3.6571 3.1970 5.7196
H 5.1556 3.7250 3.8262
H 4.4051 3.3157 1.5071
H 2.1768 2.3744 1.0739
*
```

## Properties
ΔE to the lowest compared entry with this formula, charge and spin = 5.2 kcal/mol
frontier orbital gap = 5.92 eV
LUMO energy = -7.4 eV